## one
2 unconnected molecules or ions with the total composition C5H14N. Source: the OMol25 dataset; level of theory: ωB97M-V with the def2-TZVPD basis set.

Results
Total charge ... +1
Gap between HOMO and LUMO ... 6.0 eV
Spin multiplicity ... 1

Each line ends with the Mulliken charge.
Element x y z (Å)
C -1.021 1.063 -1.343  -1.349
C -0.069 0.496 -0.386  0.494
C 1.358 0.408 -0.973  -0.822
C 2.254 -0.590 -0.219  -0.570
C 2.276 -0.197 1.279  -0.986
N -0.384 -0.771 0.028  -0.035
H -1.064 0.334 -2.277  0.374
H -2.017 1.306 -0.892  0.367
H -0.727 1.958 -1.946  0.359
H 0.127 1.280 0.404  0.314
H 1.850 1.333 -1.300  0.452
H 1.230 -0.100 -1.949  0.382
H 3.202 -0.695 -0.732  0.456
H 1.860 -1.568 -0.558  0.301
H 2.734 0.782 1.333  0.339
H 2.965 -0.770 1.984  0.336
H 1.203 -0.006 1.601  0.246
H -7.247 -1.274 2.848  -0.002
H -1.251 -1.012 0.535  0.342
H -7.281 -1.977 2.563  0.002

## two
2 unconnected molecules or ions with the total composition C5H14N. Source: the OMol25 dataset; level of theory: ωB97M-V with the def2-TZVPD basis set.

Results
Total charge ... +1
Gap between HOMO and LUMO ... 9.3 eV
Spin multiplicity ... 1

Each line ends with the Mulliken charge.
Element x y z (Å)
C 1.532 -1.907 -1.052  -1.233
C 1.419 -0.560 -0.349  -0.074
C 0.648 -0.630 0.968  -0.955
C 0.372 0.732 1.607  -1.193
H 1.996 -2.658 -0.420  0.325
H 2.103 -1.780 -1.969  0.366
H 0.536 -2.251 -1.342  0.310
H 0.898 0.153 -1.005  0.271
H 2.390 -0.101 -0.150  0.348
H 1.110 -1.292 1.699  0.448
H -0.318 -1.145 0.806  0.463
H 1.177 1.072 2.257  0.383
H -0.538 0.771 2.206  0.350
H 0.281 1.535 0.864  0.381
C -2.203 1.771 -0.391  -0.121
N -1.793 0.607 -0.719  -0.016
H -2.137 2.042 0.654  0.321
H -2.609 2.428 -1.150  0.300
H -1.783 0.357 -1.707  0.332
H -1.069 0.132 -0.181  -0.008

## three
2 unconnected molecules or ions with the total composition C5H14N. Source: the OMol25 dataset; level of theory: ωB97M-V with the def2-TZVPD basis set.

Results
Total charge ... +1
Gap between HOMO and LUMO ... 5.4 eV
Spin multiplicity ... 1

Each line ends with the Mulliken charge.
Element x y z (Å)
C 1.702 -0.570 -2.294  -0.761
C -0.069 1.534 0.990  -1.100
C -0.792 0.227 1.393  0.390
C 0.365 -0.866 1.357  -0.972
C -1.882 -0.015 0.304  -1.169
N 0.534 -0.252 -1.438  -0.117
H 1.675 -1.514 -2.806  0.380
H 2.585 -0.757 -1.641  0.325
H -0.778 2.294 0.566  0.344
H 0.518 1.216 0.053  0.245
H -1.248 0.315 2.442  0.404
H 0.971 -0.605 2.265  0.380
H -0.040 -1.871 1.300  0.403
H 1.010 -0.612 0.422  0.205
H -2.808 0.662 0.465  0.351
H -2.382 -0.973 0.306  0.431
H -1.440 0.155 -0.768  0.123
H 0.603 1.872 1.730  0.390
H -0.214 -0.643 -2.010  0.358
H 1.863 0.364 -2.759  0.388

Result of the stability comparison: one is the least stable of them.

## one
2 unconnected molecules or ions with the total composition C4H10N2O2. Source: the OMol25 dataset; level of theory: ωB97M-V with the def2-TZVPD basis set.

Results
SMILES ... C/N=N/C.COC=O
Gap between HOMO and LUMO ... 9.2 eV
Spin multiplicity ... 1

Each line ends with the Mulliken charge.
Element x y z (Å)
C 1.790 -1.904 0.068  -0.645
C -0.693 2.632 -0.791  -0.714
C -0.763 -0.041 1.591  -0.633
N -0.232 1.684 0.194  -0.253
N -0.956 0.665 0.342  -0.143
C -0.272 -1.023 -1.184  0.243
O 1.301 -0.980 -0.874  -0.320
O -1.041 -1.833 -0.747  -0.406
H -0.283 -0.673 -2.222  0.303
H 2.679 -2.428 -0.293  0.283
H 2.091 -1.386 0.986  0.211
H 1.053 -2.680 0.312  0.302
H -1.400 2.213 -1.509  0.373
H -1.183 3.454 -0.261  0.296
H 0.157 3.081 -1.300  0.251
H 0.293 -0.104 1.863  0.254
H -1.364 0.357 2.405  0.343
H -1.177 -1.034 1.418  0.255

## two
2 unconnected molecules or ions with the total composition C4H10N2O2. Source: the OMol25 dataset; level of theory: ωB97M-V with the def2-TZVPD basis set.

Results
SMILES ... CC(N)=O.CC(N)=O
Gap between HOMO and LUMO ... 10.3 eV
Spin multiplicity ... 1

Each line ends with the Mulliken charge.
Element x y z (Å)
C -0.583 3.601 -1.693  -1.283
C -0.063 2.291 -1.028  0.736
O 0.508 2.042 -0.070  -0.477
N -0.267 1.153 -1.901  -0.414
H -0.658 4.511 -1.222  0.397
H -1.661 3.644 -1.986  0.335
H -0.005 0.315 -1.466  0.232
H -0.832 1.334 -2.725  0.186
H -0.081 3.687 -2.731  0.297
C 0.280 -0.876 1.424  -0.808
C 0.085 -2.393 1.311  0.673
O -1.075 -2.840 1.300  -0.642
N 1.095 -3.231 1.069  -0.394
H -0.592 -0.294 0.937  0.142
H 1.324 -0.502 0.976  0.238
H 0.802 -4.189 0.855  0.243
H 2.058 -3.000 0.927  0.198
H 0.077 -0.304 2.331  0.340

Result of the stability comparison: one is the least stable of them.